# 1
The following is a DFT calculation (the ωB97M-V functional and the def2-TZVPD basis) of a cluster of 2 separate species, C3HFN4 in total at a distorted geometry.

Properties
Molecular weight: 112.067 g mol⁻¹
DFT total energy: -11798.965 eV
Gap between HOMO and LUMO: 9.20 eV

The geometry in ORCA input format:
```
! wB97M-V def2-TZVPD RIJCOSX def2/J DEFGRID3
* xyz 0 1
C -1.755 -0.671 0.585
C -1.488 0.622 0.106
C 1.461 0.646 -1.036
N -2.088 -1.775 0.747
N -1.422 1.590 -0.508
N 1.279 0.149 -0.010
N 0.709 -0.539 0.801
F 2.213 1.488 -1.596
H 1.091 -1.510 0.912
*
```



# 2
The following is a DFT calculation (the ωB97M-V functional and the def2-TZVPD basis) of a cluster of 2 separate species, CH3Br2ClSi in total at a distorted geometry.

Properties
Molecular weight: 238.382 g mol⁻¹
DFT total energy: -161570.437 eV
Gap between HOMO and LUMO (spin up / spin down): 8.72 / 3.82 eV
ΔE to the lowest compared entry with this formula, charge and spin: 101.83 kcal/mol

The geometry in ORCA input format:
```
! wB97M-V def2-TZVPD RIJCOSX def2/J DEFGRID3
* xyz 0 1
C -0.665 0.217 0.324
Si -0.174 -0.914 -1.083
Cl -0.242 0.031 -2.889
Br 1.467 -2.363 -0.832
Br 1.682 1.649 2.572
H -1.276 0.836 -0.211
H -0.985 -0.165 1.263
H 0.193 0.708 0.856
*
```



# 3
The following is a DFT calculation (the ωB97M-V functional and the def2-TZVPD basis) of a cluster of 2 separate species, C14H16 in total at a distorted geometry.

Properties
Molecular weight: 184.282 g mol⁻¹
DFT total energy: -14776.411 eV
Structure (SMILES): Cc1ccccc1.Cc1ccccc1
Gap between HOMO and LUMO: 9.96 eV
ΔE to the lowest compared entry with this formula, charge and spin: 31.22 kcal/mol

The geometry in ORCA input format:
```
! wB97M-V def2-TZVPD RIJCOSX def2/J DEFGRID3
* xyz 0 1
C 1.000 -0.042 3.728
C 1.968 -0.603 1.405
C 1.903 0.250 2.517
C 2.660 -0.182 0.299
C 3.392 0.999 0.284
C 2.751 1.343 2.580
C 3.455 1.746 1.431
H 1.367 -1.471 1.475
H 2.879 -0.919 -0.560
H 0.149 -0.609 3.399
H 0.814 0.956 4.086
H 3.686 1.284 -0.721
H 2.979 1.925 3.470
H 4.030 2.674 1.612
H 1.510 -0.840 4.320
C -1.859 -0.640 -4.144
C -1.407 -0.122 -0.350
C -1.153 -0.062 -1.718
C -2.744 -0.220 0.107
C -2.143 -0.408 -2.645
C -3.699 -0.524 -0.818
C -3.419 -0.632 -2.184
H -0.538 0.018 0.274
H -0.156 0.041 -2.182
H -3.047 -0.180 1.115
H -4.739 -0.840 -0.514
H -2.470 -1.498 -4.463
H -0.845 -0.940 -4.237
H -4.272 -0.776 -2.855
H -2.053 0.273 -4.712
*
```



# 4
The following is a DFT calculation (the ωB97M-V functional and the def2-TZVPD basis) of a structure of composition C10H24N6O7Pt at a distorted geometry.

Properties
Molecular weight: 535.415 g mol⁻¹
DFT total energy: -37270.331 eV
Gap between HOMO and LUMO (spin up / spin down): 5.29 / 6.37 eV
⟨S²⟩: 2.087

The geometry in ORCA input format:
```
! wB97M-V def2-TZVPD RIJCOSX def2/J DEFGRID3
* xyz 0 3
O 2.181 -2.721 -4.147
H 2.116 -2.642 -5.114
Pt 0.094 -0.226 -0.165
N 1.455 0.389 1.344
N 1.143 -1.908 0.084
N -1.115 1.602 -0.387
N -1.108 -0.645 -1.709
O 1.550 1.448 2.044
O -1.215 2.734 0.436
O -0.978 -1.721 -2.571
O 0.932 -2.927 -0.642
C 1.998 -1.875 1.184
C 2.022 -0.687 1.939
C -2.281 1.328 -1.002
C -2.227 0.135 -1.824
C 2.679 -0.424 3.236
H 1.956 -0.168 4.032
H 3.384 0.409 3.110
H 3.236 -1.327 3.547
C 2.710 -3.131 1.435
H 3.328 -3.380 0.565
H 1.997 -3.942 1.620
H 3.344 -2.995 2.307
C -3.408 2.295 -1.010
C -3.274 -0.207 -2.809
H -3.061 3.237 -0.580
H -4.255 1.884 -0.425
H -3.702 2.419 -2.072
H -3.292 -1.262 -3.078
H -3.146 0.410 -3.709
H -4.232 0.080 -2.360
H -0.555 2.620 1.182
H -0.088 -2.128 -2.389
C 2.377 -1.387 -3.657
H 2.698 -1.477 -2.610
H 1.419 -0.845 -3.688
H 3.141 -0.862 -4.253
O 1.534 1.805 -1.019
H 0.532 1.811 -0.973
H 1.753 1.382 -0.153
N -2.530 1.316 2.773
C -1.189 1.296 2.735
N -0.606 2.362 3.383
O -0.712 0.292 2.079
H -2.986 1.622 3.637
H -2.787 0.555 2.150
H 0.352 2.724 3.389
H -1.183 2.730 4.135
*
```



# 5
The following is a DFT calculation (the ωB97M-V functional and the def2-TZVPD basis) of a cluster of 2 separate species, C5H10N4S in total at a distorted geometry.

Properties
Molecular weight: 158.230 g mol⁻¹
DFT total energy: -22136.758 eV
Structure (SMILES): [H]/N=N/C/C=C/C=C.[H]/N=N\S
Gap between HOMO and LUMO: 9.20 eV
ΔE to the lowest compared entry with this formula, charge and spin: 113.46 kcal/mol

The geometry in ORCA input format:
```
! wB97M-V def2-TZVPD RIJCOSX def2/J DEFGRID3
* xyz 0 1
C -0.574 -1.241 0.179
C -0.375 -0.090 -0.444
C -1.010 2.094 -1.299
C 0.410 -2.478 0.209
C -1.266 1.066 -0.497
N 1.468 -3.196 -1.610
N 0.099 1.196 2.611
N 0.361 -2.985 -1.084
N 0.216 1.783 1.619
S 1.210 3.137 1.305
H -1.423 -1.293 0.831
H 0.536 -0.055 -1.103
H 0.826 3.393 0.094
H -0.025 2.055 -1.894
H -1.616 2.938 -1.240
H -0.039 -3.171 0.980
H 1.328 -2.121 0.663
H -2.253 1.135 -0.188
H 1.356 -3.512 -2.594
H 0.770 1.344 3.461
*
```



# 6
The following is a DFT calculation (the ωB97M-V functional and the def2-TZVPD basis) of the ion C6H12NO2 with charge +1 at a distorted geometry.

Properties
Molecular weight: 130.167 g mol⁻¹
DFT total energy: -11991.384 eV
Structure (SMILES): CC1(C)CCC(O)=[N+]1O
Gap between HOMO and LUMO: 9.10 eV
ΔE to the lowest compared entry with this formula, charge and spin: 67.58 kcal/mol

The geometry in ORCA input format:
```
! wB97M-V def2-TZVPD RIJCOSX def2/J DEFGRID3
* xyz 1 1
C 1.671 0.177 0.136
C 1.077 1.538 0.134
C -0.382 1.328 0.223
C -0.712 -0.165 -0.126
C -1.361 -0.305 -1.518
C -1.626 -0.873 0.942
N 0.549 -0.816 -0.116
O 2.883 -0.335 0.325
O 0.882 -2.077 0.110
H 1.543 2.256 0.828
H 1.322 2.096 -0.901
H -0.842 1.542 1.280
H -0.910 1.934 -0.478
H -2.335 0.090 -1.351
H -1.340 -1.339 -1.739
H -0.620 0.294 -2.174
H -1.256 -1.997 0.877
H -2.604 -0.745 0.653
H -1.312 -0.760 1.918
H 3.570 0.269 0.613
H 1.804 -2.113 0.364
*
```